Density functional theory data (ωB97M-V/def2-TZVPD) for a structure of composition C32H50GeN2O2P2Tl.

Calculated values
Energy above the lowest of the compared OMol25 structures with the same formula, charge and spin = 0.0 kcal per mole
Strongest force on any atom = 0.66 eV/A
Electronic energy = -120860.0623 eV
Lowest unoccupied orbital energy = 1.722 eV

ORCA input file:
```
! wB97M-V def2-TZVPD RIJCOSX def2/J DEFGRID3
* xyz -1 1
Tl -0.598 -1.551 0.193
C 1.971 0.494 -2.755
P 1.696 0.773 -0.961
C 1.292 2.600 -1.065
N 2.008 3.367 -1.829
C 1.576 4.639 -2.076
C 2.341 5.490 -2.909
C 1.889 6.745 -3.195
C 0.653 7.197 -2.668
C -0.096 6.387 -1.866
C 0.363 5.086 -1.549
N -0.382 4.289 -0.730
C 0.052 3.092 -0.455
P -1.011 1.900 0.504
C -0.003 1.677 2.022
C -2.462 2.910 1.121
C -3.342 3.258 -0.082
C -3.254 1.956 2.026
C -2.104 4.168 1.910
C 3.431 0.643 -0.285
C 4.481 1.396 -1.104
C 3.737 -0.861 -0.274
C 3.436 1.135 1.164
H 2.544 1.305 -3.205
H 1.004 0.413 -3.253
H 2.489 -0.454 -2.894
H 3.274 5.111 -3.306
H 2.469 7.398 -3.834
H 0.304 8.194 -2.907
H -1.044 6.708 -1.452
H -0.673 1.459 2.852
H 0.595 2.554 2.270
H 0.635 0.798 1.915
H -3.591 2.362 -0.655
H -2.852 3.967 -0.747
H -4.278 3.704 0.271
H -3.466 1.007 1.527
H -4.210 2.423 2.281
H -2.736 1.737 2.959
H -1.492 4.853 1.326
H -1.569 3.914 2.828
H -3.022 4.694 2.196
H 4.678 0.896 -2.054
H 5.420 1.424 -0.542
H 4.182 2.421 -1.322
H 3.814 -1.272 -1.283
H 2.975 -1.413 0.282
H 4.696 -1.024 0.226
H 3.115 2.177 1.244
H 4.456 1.070 1.554
H 2.799 0.512 1.792
C -3.619 -5.681 2.568
C -2.437 -4.760 2.721
C -1.184 -5.122 2.253
C -0.082 -4.280 2.377
C 1.244 -4.685 1.790
C -0.235 -3.051 3.017
C -1.490 -2.667 3.504
C -1.662 -1.326 4.167
C -2.574 -3.521 3.340
C 0.948 -2.105 3.174
O 1.433 -1.970 4.303
O 1.299 -1.520 2.105
H -3.461 -6.385 1.751
H -4.530 -5.119 2.356
H -3.792 -6.259 3.479
H -1.061 -6.078 1.752
H 1.287 -5.765 1.645
H 2.073 -4.378 2.428
H 1.395 -4.210 0.816
H -1.512 -0.519 3.444
H -0.920 -1.192 4.953
H -2.664 -1.222 4.587
H -3.549 -3.212 3.706
C -1.251 -4.253 -4.405
Ge -0.778 -3.103 -2.868
C 1.194 -3.041 -2.896
C -1.461 -1.319 -3.360
C -1.338 -3.541 -1.118
H -0.869 -3.836 -5.340
H -2.335 -4.346 -4.487
H -0.832 -5.253 -4.275
H 1.593 -2.645 -3.833
H 1.581 -4.053 -2.759
H 1.569 -2.428 -2.072
H -1.185 -1.046 -4.381
H -1.089 -0.545 -2.682
H -2.551 -1.320 -3.289
H -0.928 -4.477 -0.734
H -2.416 -3.495 -0.939
*
```

---

Density functional theory data (ωB97M-V/def2-TZVPD) for a structure of composition C32H50IrN4SeSi3.

Calculated values
Energy above the lowest of the compared OMol25 structures with the same formula, charge and spin = 0.0 kcal per mole
Strongest force on any atom = 0.22 eV/A
Electronic energy = -131771.2568 eV
Lowest unoccupied orbital energy (spin up / spin down) = -3.877 / -3.876 eV

ORCA input file:
```
! wB97M-V def2-TZVPD RIJCOSX def2/J DEFGRID3
* xyz 1 1
Ir 0.098 0.373 0.508
C 2.700 2.888 -0.332
Si 3.062 1.361 0.706
C 2.699 1.902 2.476
C 4.904 1.062 0.494
C 2.072 -0.238 0.242
Si 2.772 -0.990 -1.374
C 1.400 -2.031 -2.125
C 4.276 -2.074 -1.026
C 3.504 0.156 -2.706
Si 2.391 -1.564 1.579
C 1.971 -3.356 1.186
C 4.052 -1.630 2.450
C 1.183 -1.006 2.931
C 1.271 -1.300 4.286
C 0.383 -0.739 5.186
C -0.583 0.137 4.706
C -0.635 0.390 3.354
N 0.214 -0.185 2.484
H 3.575 3.540 -0.253
H 1.849 3.450 0.057
H 2.532 2.698 -1.391
H 3.317 2.772 2.715
H 1.655 2.213 2.580
H 2.894 1.142 3.234
H 5.420 1.919 0.936
H 5.174 1.036 -0.563
H 5.291 0.163 0.966
H 1.122 -2.851 -1.458
H 1.703 -2.459 -3.083
H 0.492 -1.447 -2.291
H 4.231 -2.795 -0.215
H 5.151 -1.442 -0.866
H 4.460 -2.639 -1.946
H 2.966 0.146 -3.653
H 4.501 -0.238 -2.918
H 3.638 1.196 -2.411
H 2.619 -3.806 0.436
H 0.944 -3.526 0.875
H 2.124 -3.909 2.118
H 4.849 -1.971 1.789
H 3.979 -2.365 3.257
H 4.359 -0.682 2.891
H 2.051 -1.966 4.630
H 0.446 -0.965 6.242
H -1.289 0.621 5.366
H -1.377 1.050 2.927
Se 0.388 1.105 -2.935
N 0.009 1.541 -1.243
C -0.425 2.799 -1.242
C -0.812 3.559 -0.099
C -1.243 4.830 -0.281
C -1.323 5.434 -1.580
C -0.957 4.754 -2.689
C -0.492 3.408 -2.546
N -0.103 2.661 -3.563
H -0.749 3.117 0.886
H -1.536 5.417 0.580
H -1.677 6.453 -1.658
H -0.996 5.186 -3.679
C -3.275 0.537 -4.375
C -3.275 0.947 -2.928
C -3.986 2.058 -2.489
C -3.997 2.429 -1.147
C -4.770 3.634 -0.689
C -3.246 1.682 -0.248
C -2.514 0.574 -0.664
C -2.561 0.200 -1.999
N -1.743 -0.138 0.323
C -2.465 -1.374 0.811
C -1.554 -2.293 1.619
C -3.648 -0.925 1.673
C -3.008 -2.224 -0.349
H -3.731 1.300 -5.004
H -3.827 -0.393 -4.519
H -2.258 0.367 -4.735
H -4.556 2.639 -3.206
H -5.742 3.690 -1.180
H -4.228 4.551 -0.929
H -4.934 3.615 0.388
H -3.220 1.961 0.800
H -2.009 -0.674 -2.331
H -1.345 -1.934 2.623
H -0.618 -2.444 1.087
H -2.044 -3.261 1.723
H -3.318 -0.350 2.539
H -4.173 -1.809 2.039
H -4.358 -0.330 1.101
H -2.200 -2.549 -1.008
H -3.766 -1.709 -0.935
H -3.471 -3.116 0.071
*
```